(1)
# C5H7NO

A 2-piece molecular cluster, C5H7NO overall (ωB97M-V/def2-TZVPD, the OMol25 dataset).

Each line ends with the Löwdin charge.
Geometry (Å):
C (-1.235, 1.973, -0.134)  0.016
N (-0.292, 1.629, -0.922)  0.098
C (0.302, 0.432, -0.605)  -0.384
O (1.153, -0.134, -1.466)  0.091
C (1.214, -1.218, -0.482)  -0.237
C (1.669, -0.830, 0.869)  -0.045
C (0.245, -0.502, 0.441)  -0.091
H (-1.558, 1.355, 0.710)  0.066
H (-1.728, 2.929, -0.294)  0.080
H (-2.889, -0.823, -0.007)  0.040
H (1.126, -2.210, -0.902)  0.148
H (2.392, -0.032, 1.019)  0.112
H (1.780, -1.667, 1.557)  0.104
H (-2.178, -0.902, 0.215)  0.002

Values from the calculation:
- HOMO energy (alpha / beta): -8.39 / -8.39 eV
- Orbital gap (alpha / beta): 7.9 / 7.9 eV
- E_tot: -8829.831 eV
- Largest force on an atom: 0.48 eV Å⁻¹
- Relative energy (zero: lowest compared OMol25 entry of this formula, charge and spin): 146.9 kcal per mole


(2)
# C5H7NO

One molecule with the formula C5H7NO (ωB97M-V/def2-TZVPD, the OMol25 dataset).

Each line ends with the Löwdin charge.
Geometry (Å):
C (0.067, 1.125, 1.115)  -0.002
C (0.078, -1.612, -0.131)  -0.064
C (-0.989, -1.008, -0.872)  -0.103
C (-0.808, 0.315, -1.082)  -0.124
N (0.374, 0.692, -0.307)  -0.066
C (1.122, -0.719, 0.028)  -0.448
O (2.269, -0.628, 0.402)  0.043
H (0.780, 0.667, 1.816)  0.098
H (-0.942, 0.774, 1.334)  0.101
H (0.122, 2.209, 1.180)  0.088
H (0.139, -2.640, 0.190)  0.098
H (-1.850, -1.560, -1.237)  0.108
H (-1.367, 1.045, -1.654)  0.100
H (1.005, 1.340, -0.781)  0.174

Values from the calculation:
- HOMO energy: -7.34 eV
- Structure (SMILES): C[N@@H+]1C=CC=C1[O-]
- Orbital gap: 8.1 eV
- E_tot: -8834.081 eV
- Largest force on an atom: 0.54 eV Å⁻¹
- Relative energy (zero: lowest compared OMol25 entry of this formula, charge and spin): 48.9 kcal per mole


(3)
# C5H7NO

One molecule with the formula C5H7NO (ωB97M-V/def2-TZVPD, the OMol25 dataset).

Each line ends with the Löwdin charge.
Geometry (Å):
C (1.427, 0.339, 1.501)  -0.050
C (0.754, -0.053, 0.202)  -0.210
C (-0.776, 0.216, 0.035)  -0.141
C (-1.551, -0.676, -0.863)  -0.210
N (-0.961, -1.427, -1.702)  0.104
C (0.282, 1.014, -0.667)  -0.331
O (0.500, 1.918, -1.418)  0.143
H (1.233, -0.393, 2.291)  0.080
H (1.067, 1.316, 1.841)  0.086
H (2.508, 0.421, 1.354)  0.083
H (1.080, -0.974, -0.282)  0.140
H (-1.306, 0.663, 0.875)  0.140
H (-2.642, -0.584, -0.790)  0.114
H (-1.636, -1.917, -2.287)  0.051

Values from the calculation:
- HOMO energy: -9.13 eV
- Structure (SMILES): [H]/N=C/[C@@H]1C(=O)[C@H]1C
- Orbital gap: 10.1 eV
- E_tot: -8833.975 eV
- Largest force on an atom: 0.64 eV Å⁻¹
- Relative energy (zero: lowest compared OMol25 entry of this formula, charge and spin): 51.4 kcal per mole


(4)
# C5H7NO

One molecule with the formula C5H7NO (ωB97M-V/def2-TZVPD, the OMol25 dataset).

Each line ends with the Löwdin charge.
Geometry (Å):
N (-2.647, -0.227, -1.129)  0.165
C (-1.697, 0.088, -0.381)  -0.186
O (0.256, -1.297, -0.421)  -0.094
C (1.588, -1.072, -0.124)  -0.291
C (0.936, -0.073, 0.649)  -0.106
C (0.394, 1.179, 0.086)  -0.146
C (-1.011, 0.812, 0.427)  -0.155
H (-2.819, -1.175, -1.374)  0.050
H (2.211, -0.738, -0.938)  0.116
H (2.006, -1.837, 0.517)  0.113
H (0.997, -0.126, 1.750)  0.154
H (0.555, 1.244, -0.996)  0.134
H (0.691, 2.108, 0.579)  0.125
H (-1.462, 1.114, 1.356)  0.122

Values from the calculation:
- HOMO energy: -8.08 eV
- Structure (SMILES): N=C=CC[C@@H]1CO1
- Orbital gap: 8.8 eV
- E_tot: -8831.245 eV
- Largest force on an atom: 4.83 eV Å⁻¹
- Relative energy (zero: lowest compared OMol25 entry of this formula, charge and spin): 114.3 kcal per mole